{"formula": "C3H5NO3", "method": "ωB97M-V with the def2-TZVPD basis set", "species": ["H", "C", "H", "O", "O", "C", "H", "H", "O", "N", "C", "H"], "coordinates": [[-1.0536, -0.6392, -1.2664], [-0.4668, 0.0906, 0.5063], [-2.0655, -1.4947, 0.0862], [2.8693, -0.6723, -0.1130], [0.0086, 1.1912, -0.0850], [1.7431, -0.2375, 0.0823], [-0.6103, 0.1774, 1.6116], [-2.4432, 0.1665, -0.1867], [0.5630, -0.8983, 0.2464], [1.4029, 1.1554, 0.1653], [-1.6276, -0.5323, -0.2789], [1.6801, 1.6933, -0.7681]], "orbital_gap_ev": 10.919, "e_above_lowest_ev": 3.253, "smiles": "C[C@@H]1ONC(=O)O1", "max_force_ev_per_a": 3.92, "energy_ha": -397.717157}